ORCA calculation (the ωB97M-V functional and the def2-TZVPD basis) on a 2-piece molecular cluster, Br2FH2PSi overall.

The calculation puts the HOMO-LUMO gap (alpha / beta) at 7.631 / 4.253 eV. The value obtained for the largest force on an atom is 2.1 eV/Å. Its LUMO energy (alpha / beta) is -2.31 / -3.63 eV. For the HOMO energy (alpha / beta), the calculation gives -9.95 / -7.88 eV. The calculation puts the energy above the lowest of the compared OMol25 structures with the same formula, charge and spin at 397.3 kJ/mol.

```
7
Br2FH2PSi the ωB97M-V functional and the def2-TZVPD basis
F 2.470 -2.071 -0.972
Si 1.387 -1.083 -1.512
P -0.130 -0.893 0.212
Br 1.185 -1.595 -3.746
Br 2.866 1.646 1.103
H -0.782 -0.109 -0.790
H 0.504 0.106 0.920
```

These are the natural (NBO) partial charges, in e, on atoms 1 to 5: atom 1 (F): -0.671, atom 2 (Si): 1.309, atom 3 (P): -0.068, atom 4 (Br): -0.285, atom 5 (Br): -0.357



ORCA calculation (the ωB97M-V functional and the def2-TZVPD basis) on a 2-piece molecular cluster, C39H41N3O4 overall.

The calculation puts the HOMO-LUMO gap at 4.932 eV. The value obtained for the largest force on an atom is 2.6 eV/Å. Its LUMO energy is -1.76 eV. For the HOMO energy, the calculation gives -6.69 eV.

```
87
C39H41N3O4 the ωB97M-V functional and the def2-TZVPD basis
C -6.041 1.895 2.956
C -6.100 0.558 3.672
N -4.931 -0.248 3.383
C -5.118 -1.646 3.725
C -3.987 -2.497 3.195
C -2.692 -1.940 3.785
C -2.529 -0.483 3.475
C -3.690 0.320 3.319
C -3.533 1.724 3.088
C -2.311 2.195 2.652
C -1.146 1.353 2.638
C 0.065 1.817 2.075
C 1.358 1.269 2.371
C 2.454 2.108 2.728
C 3.640 1.596 3.216
C 3.841 0.183 3.235
N 5.073 -0.329 3.538
C 6.229 0.544 3.490
C 5.958 1.845 4.223
C 4.724 2.539 3.654
C 5.398 -1.689 3.164
C 4.263 -2.624 3.519
C 2.991 -2.172 2.793
C 2.786 -0.683 2.825
C 1.602 -0.127 2.362
C -1.287 0.096 3.310
C -4.730 2.614 3.266
H -6.143 1.709 1.877
H -6.893 2.512 3.262
H -6.166 0.709 4.766
H -6.988 -0.004 3.354
H -5.182 -1.741 4.824
H -6.076 -1.971 3.301
H -4.120 -3.538 3.505
H -3.973 -2.467 2.098
H -2.758 -2.078 4.878
H -1.823 -2.500 3.425
H -2.214 3.230 2.296
H 0.033 2.808 1.613
H 2.339 3.198 2.673
H 7.058 -0.002 3.958
H 6.497 0.759 2.436
H 5.813 1.626 5.288
H 6.834 2.493 4.133
H 5.033 3.169 2.805
H 4.326 3.239 4.401
H 5.603 -1.753 2.078
H 6.314 -1.955 3.703
H 4.526 -3.643 3.215
H 4.125 -2.625 4.607
H 3.074 -2.514 1.747
H 2.107 -2.688 3.201
H 0.818 -0.778 1.957
H -0.410 -0.443 3.675
H -4.625 3.494 2.627
H -4.776 2.989 4.303
C -2.798 -1.032 -2.023
C -2.551 0.236 -1.232
C -3.748 1.169 -1.324
O -2.307 -0.117 0.154
C -1.189 -0.921 0.276
O -1.199 -1.843 1.098
C -0.073 -0.642 -0.558
C 0.993 -1.665 -0.638
C 0.632 -2.829 -1.576
C 0.878 -2.708 -2.945
C 0.574 -3.763 -3.807
C 0.032 -4.954 -3.310
C -0.310 -6.017 -4.216
N -0.583 -6.879 -4.963
C -0.263 -5.048 -1.945
C 0.015 -3.984 -1.086
C -0.238 0.272 -1.678
O 0.597 0.433 -2.548
O -1.416 0.986 -1.711
H -1.940 -1.718 -1.966
H -3.678 -1.533 -1.601
H -2.999 -0.761 -3.061
H -3.556 2.112 -0.802
H -3.936 1.372 -2.380
H -4.630 0.685 -0.896
H 1.883 -1.133 -1.007
H 1.159 -2.050 0.376
H 1.278 -1.764 -3.324
H 0.725 -3.644 -4.885
H -0.753 -5.945 -1.561
H -0.262 -4.027 -0.032
```

These are the Mulliken partial charges, in e, on atoms 1 to 5: atom 1 (C): -0.717, atom 2 (C): -0.677, atom 3 (N): 0.157, atom 4 (C): -0.731, atom 5 (C): -0.614